DFT (ωB97M-V/def2-TZVPD) results for a molecular structure, C25H24MoN3O3S4 in a non-equilibrium geometry.

The geometry in XYZ format:
```
60
Properties=species:S:1:pos:R:3:forces:R:3
Mo -2.397643 -0.890595 0.022194 -0.9 -0.9 0.1
S -0.033311 -0.918515 0.163137 0.2 -0.2 0.2
C 0.545865 0.689611 -0.038158 -0.5 -0.1 0.0
N 1.794956 0.948920 -0.169553 0.5 0.2 -0.1
C 2.218955 2.347441 -0.424724 0.1 -0.1 -0.1
C 1.369330 3.276184 0.382473 0.0 0.1 0.1
N -0.063950 3.022854 0.074420 0.3 0.4 0.1
C -0.923038 4.238831 -0.067705 0.0 0.2 -0.1
C -0.434438 5.040713 -1.247858 0.0 -0.1 0.1
C -0.553873 4.517196 -2.533556 0.0 0.0 0.0
C -0.125044 5.258489 -3.622373 0.0 0.0 0.0
C 0.428850 6.518860 -3.425101 0.0 0.0 0.0
C 0.550373 7.038687 -2.144851 0.0 0.0 0.0
C 0.127916 6.295988 -1.050094 0.0 0.1 0.0
C -0.449077 1.815883 -0.088311 -0.2 -0.4 0.0
S -2.123705 1.404758 -0.330733 0.2 0.5 -0.3
C 2.898547 -0.049636 -0.037262 0.2 0.0 0.1
C 3.704931 0.273788 1.196318 -0.1 0.0 -0.1
C 5.044792 0.617891 1.074411 0.1 0.0 0.0
C 5.792940 0.883556 2.214445 0.0 0.0 0.0
C 5.197231 0.827066 3.464901 0.0 0.0 0.0
C 3.853025 0.490001 3.586852 0.0 0.0 0.0
C 3.106131 0.215596 2.453077 0.0 0.0 0.0
H 2.130604 2.543563 -1.495693 0.0 -0.1 0.0
H 3.261692 2.443098 -0.131581 0.0 -0.1 0.1
H 1.591017 4.310701 0.134178 -0.1 0.0 -0.1
H 1.511275 3.126945 1.455507 -0.1 0.0 0.0
H -0.823569 4.808106 0.857174 0.0 -0.1 0.1
H -1.956985 3.931130 -0.181949 0.0 -0.1 0.0
H -1.004435 3.539788 -2.692504 0.0 0.1 0.0
H -0.233492 4.864170 -4.623957 0.0 0.0 0.0
H 0.764546 7.098101 -4.275040 0.0 0.0 0.0
H 0.962777 8.027361 -1.995507 0.0 0.0 0.0
H 0.213370 6.710193 -0.050645 0.0 0.0 0.0
H 3.514471 0.041190 -0.932857 -0.1 0.0 -0.1
H 2.477157 -1.049339 -0.006146 -0.1 0.0 0.0
H 5.517205 0.656219 0.098249 0.0 0.0 0.0
H 6.843836 1.123742 2.122280 0.0 0.0 0.0
H 5.780889 1.043459 4.349647 0.0 0.0 0.0
H 3.396346 0.426683 4.565923 0.0 0.0 0.0
H 2.061673 -0.071109 2.554091 0.0 0.0 0.0
O -4.531307 -0.275808 -0.172996 0.2 0.0 0.0
H -5.016873 0.411271 0.311453 0.1 0.0 0.0
H -5.171489 -0.752492 -0.725541 0.0 0.1 0.0
O -0.316131 -7.112730 -1.281520 0.0 0.0 0.0
S -0.854673 -6.803578 -0.009335 0.1 -0.3 0.0
O -0.225887 -7.111056 1.221399 0.0 0.0 0.0
N -1.048961 -5.052517 -0.005559 0.0 0.4 0.0
C -2.276522 -4.833163 0.047184 0.1 -0.4 -0.1
S -2.644264 -3.046455 0.119539 0.1 0.7 0.1
C -3.286971 -5.890220 0.085180 0.0 0.1 0.0
C -4.666126 -5.844458 0.146293 0.0 0.1 0.0
C -5.353641 -7.052492 0.172178 0.0 0.0 0.0
C -4.665981 -8.261649 0.139307 0.0 0.0 0.0
C -3.272564 -8.307810 0.079563 0.0 0.0 0.0
C -2.607520 -7.105278 0.054103 0.1 0.0 0.0
H -5.199328 -4.900565 0.176756 0.0 0.0 0.0
H -6.433776 -7.055879 0.219425 0.0 0.0 0.0
H -5.220958 -9.190197 0.162686 0.0 0.0 0.0
H -2.745170 -9.252512 0.056773 0.0 0.0 0.0
```
Positions in Å, forces in eV/Å.

Results
LUMO energy (spin up / spin down) (eV): -12.24 / -11.32
E (hartree): -3016.917868
Highest occupied orbital energy (spin up / spin down) (eV): -16.46 / -16.46
2S+1: 3
Net charge: +3

DFT (ωB97M-V/def2-TZVPD) results for a single C5H11N3 molecule in a non-equilibrium geometry.

The geometry in XYZ format:
```
19
Properties=species:S:1:pos:R:3:forces:R:3
C 0.590234 -1.759528 -0.425083 0.3 0.1 0.1
C -1.880524 0.198198 -0.114304 0.1 -0.2 0.0
N 0.126978 1.111015 1.220393 -0.2 -0.3 -0.8
N 0.835501 -0.341722 -0.147920 -0.4 -0.4 0.5
C 1.009531 0.125226 1.265262 0.4 -0.3 -0.4
C -0.518984 0.801119 -0.361118 0.2 0.8 0.7
C -0.306637 1.625088 -1.416706 0.0 0.0 0.1
N 1.815056 -0.318178 2.145913 -0.2 0.0 -0.1
H -0.060431 1.714978 2.008393 -0.1 0.1 -0.2
H 1.591830 0.010663 -0.730508 -0.2 0.1 -0.1
H 2.411528 -1.061065 1.793405 -0.1 0.0 0.0
H 1.519577 -2.325499 -0.337297 -0.1 -0.1 0.0
H -0.139727 -2.154353 0.277378 0.0 0.1 0.0
H 0.205529 -1.849516 -1.440718 0.0 0.0 0.0
H -2.319777 -0.188819 -1.035416 0.1 0.0 0.0
H -1.853903 -0.588907 0.638636 0.0 0.0 -0.1
H -2.540679 0.974649 0.275062 0.1 0.0 0.0
H 0.662184 2.070828 -1.604733 -0.1 0.1 0.1
H -1.147284 1.955825 -2.010638 0.0 -0.1 0.0
```
Positions in Å, forces in eV/Å.

Results
LUMO energy (eV): 0.71
E (hartree): -361.256771
ΔE to the lowest compared entry with this formula, charge and spin (kcal/mol): 83.2
Highest occupied orbital energy (eV): -7.23